No. 1
{
  "formula": "C38H41N3O4",
  "method": "ωB97M-V/def2-TZVPD",
  "symbols": ["H", "H", "H", "C", "C", "H", "N", "C", "O", "C", "H", "H", "C", "C", "H", "H", "H", "H", "C", "C", "C", "C", "C", "C", "C", "C", "H", "C", "H", "C", "H", "H", "C", "C", "H", "C", "H", "H", "C", "C", "H", "H", "H", "H", "O", "C", "C", "H", "C", "H", "H", "H", "H", "O", "C", "H", "C", "O", "N", "C", "C", "C", "H", "C", "H", "C", "C", "N", "C", "H", "C", "H", "H", "H", "H", "H", "C", "H", "H", "H", "H", "H", "C", "H", "C", "C"],
  "coordinates": [[-7.5559, 2.2568, 0.2440], [7.7662, 3.5707, 3.3468], [2.4925, -1.2759, 0.6336], [-1.8660, -7.1489, -0.4330], [3.8242, 0.3580, 0.9012], [0.5835, 3.7339, -2.0859], [5.2706, 2.3003, 1.3506], [-3.5042, 0.1717, 1.5491], [-0.3522, 0.6266, -2.9918], [-1.2855, 1.7751, 1.0746], [3.1255, -1.6539, -1.3850], [-7.2792, 3.7108, -0.7162], [0.5470, 2.8643, -2.7449], [1.6459, 1.7382, 1.9309], [-4.3776, -0.4308, 1.7352], [1.5323, 2.3977, -2.7356], [-4.7102, 3.8378, 2.5342], [-2.1332, -1.4400, 1.7666], [0.1885, -0.2019, 1.3372], [-0.8507, -3.8580, -1.9362], [-3.6779, 1.5412, 1.2810], [-3.2263, -7.1293, -0.6749], [-1.0950, 0.4021, 1.3557], [2.6377, -2.5901, -1.5944], [-1.6335, -4.9964, -1.5101], [-5.3348, 2.9394, 2.5106], [6.6065, 4.5451, 2.4435], [-3.8011, -6.0461, -1.3126], [4.4608, -3.6434, -1.9235], [-2.2537, -0.3867, 1.5702], [0.8198, 2.2386, 2.4065], [-1.4272, -7.9809, 0.0942], [0.6025, -3.8535, -1.9065], [1.4545, 0.4395, 1.3985], [-1.5283, 2.2123, -2.5135], [-0.9885, -1.6725, -2.8478], [7.8107, 3.3018, -0.7178], [-5.0714, 2.3506, 3.3970], [-2.5357, 2.3191, 1.0216], [-5.4537, 2.7881, 0.0652], [0.6844, -1.8054, -1.3089], [-0.1695, -1.8501, -3.5237], [-0.4333, 1.6295, -1.2543], [-4.8661, -6.0247, -1.4809], [-2.0675, -0.0206, -1.6179], [3.9918, 1.6717, 1.3717], [6.1355, 2.1936, 0.1656], [4.6845, -0.1744, 0.5346], [7.1163, 3.3658, 0.1299], [-7.4505, 2.4363, 2.6354], [3.0155, 3.3111, 2.3420], [6.6802, 1.2465, 0.2119], [0.3722, 3.2176, -3.7615], [7.8924, 3.4174, 1.3202], [-6.8152, 3.3208, 2.5127], [3.3421, -5.7490, -2.5160], [-6.9329, 3.1545, 0.1642], [-7.1922, 3.9635, 1.3023], [-1.5005, -2.6859, -2.1954], [-3.0183, -4.9911, -1.7170], [7.0864, 3.5611, 2.4847], [2.6020, -0.2513, 0.9437], [-5.2634, 2.0952, -0.7622], [1.3833, -4.9710, -2.2371], [-0.0280, -6.1070, -0.6134], [6.0440, 2.4486, 2.6011], [1.2699, -2.6670, -1.5759], [-4.9741, 2.1521, 1.3085], [2.8793, 2.3279, 1.9256], [-0.4351, 2.3925, 0.8452], [-1.2127, -0.2962, -2.4500], [-4.8522, 3.6813, -0.1260], [0.2018, -1.2719, 1.2077], [6.5827, 4.3193, 0.0393], [-3.8394, -7.9580, -0.3614], [-2.6646, 3.3580, 0.7718], [3.3857, -3.7027, -1.9172], [5.3466, 2.6327, 3.4247], [5.5064, 2.1639, -0.7311], [0.8974, -5.8780, -2.5506], [-7.0596, 4.0086, 3.3330], [-3.4577, -4.1365, -2.2013], [-1.0779, -6.0995, -0.8421], [6.5312, 1.4923, 2.8114], [2.7553, -4.8909, -2.2345], [-0.5036, 1.8580, -2.3270]],
  "mulliken_charge": [0.376, 0.313, 0.832, -0.926, 0.086, 0.377, 0.343, -0.516, -0.397, -1.167, 0.719, 0.332, -1.438, -0.987, 0.477, 0.321, 0.295, 0.428, -0.766, -0.340, -0.302, -0.344, 1.437, -1.202, 0.806, -0.385, 0.330, -0.639, 0.417, -1.074, 0.700, 0.394, 0.675, 0.568, 0.245, -0.982, 0.340, 0.388, -0.171, -0.341, 0.683, 0.620, -0.521, 0.395, -0.557, -0.190, -0.528, 0.469, -0.748, 0.356, 0.550, 0.334, 0.364, -0.381, -0.694, 0.397, -0.741, -0.380, -0.386, -0.455, -0.590, -1.736, 0.363, -0.587, 0.573, -0.539, 0.094, 0.190, -0.365, 0.407, 0.785, 0.271, 0.435, 0.355, 0.384, 0.392, -0.536, 0.442, 0.414, 0.772, 0.330, 0.457, -0.411, 0.254, -0.853, 0.893],
  "orbital_gap_ev": 2.640,
  "total_charge": 0,
  "homo_ev": -5.13,
  "e_lumo_ev": -2.49,
  "energy_ha": -1937.66362,
  "de_lowest_ev": 4.916
}

***

No. 2
{
  "formula": "C9H12N",
  "method": "ωB97M-V/def2-TZVPD",
  "symbols": ["H", "C", "H", "H", "H", "H", "N", "C", "H", "H", "H", "H", "C", "C", "H", "H", "C", "C", "C", "C", "C", "H"],
  "coordinates": [[2.2555, -1.0504, -1.2389], [1.2988, 1.4840, -0.2398], [-3.7921, -0.5087, 0.6428], [1.4503, 2.5073, -0.0299], [2.2016, 0.4550, 1.4760], [0.5542, -2.7231, 0.1146], [-1.3949, 1.0609, -0.6123], [-1.6658, -0.1843, 0.1330], [-3.2636, -0.7773, -1.1493], [1.2716, 1.5326, -1.3724], [-2.9245, -1.9475, 0.3148], [-1.6834, 1.7839, 1.4569], [-3.0258, -0.8689, -0.0149], [2.2248, 0.3686, 0.3383], [-1.8422, 1.6924, -1.3505], [3.2080, 0.6091, -0.0008], [-0.0662, 1.1764, 0.0378], [0.6509, -1.7188, 0.0978], [-1.2910, 1.0818, 0.8133], [-0.4288, -0.9596, 0.0525], [1.9799, -1.0823, -0.1890], [2.7828, -1.6058, 0.4434]],
  "nbo_charge": [0.238, -0.471, 0.252, 0.246, 0.223, 0.231, -0.407, 0.130, 0.246, 0.243, 0.263, 0.261, -0.654, -0.365, 0.473, 0.237, 0.168, -0.185, -0.049, 0.098, -0.429, 0.249],
  "orbital_gap_ev": [8.515, 8.514],
  "total_charge": 1,
  "homo_ev": [-12.13, -12.13],
  "e_lumo_ev": [-3.62, -3.62],
  "energy_ha": -404.36601,
  "de_lowest_ev": 6.502
}